No. 1
DFT (wB97M-V/def2-TZVPD) results for a cluster of 2 separate species, C5H11N in total.

```
17
Properties=species:S:1:pos:R:3:lowdin_charge:R:1
C -1.77985 1.24352 0.47601 -0.0333
C -1.83125 0.15135 -0.28682 -0.2562
C -1.91862 -1.20688 0.37630 -0.1187
H -2.11142 2.20784 0.10576 0.0485
H -1.39166 1.29331 1.49050 0.0575
H -1.89346 0.16582 -1.36273 0.0913
H -2.48876 -1.90294 -0.23495 0.0684
H -0.91485 -1.66319 0.36017 0.0602
H -2.18107 -1.23922 1.43157 0.0722
C 1.24492 -0.00751 -1.19065 -0.0397
C 1.68823 0.40883 0.01262 -0.2595
N 3.07009 0.42121 0.27208 0.0140
H 0.34552 -0.59685 -1.22189 0.0110
H 1.99573 -0.24072 -1.94174 0.0443
H 1.09580 0.65774 0.87998 0.0900
H 3.72866 0.05480 -0.39464 0.0763
H 3.34198 0.25288 1.22844 0.0736
```

The LUMO energy comes out at 1.1 eV. For the energy above the lowest of the compared OMol25 structures with the same formula, charge and spin, the calculation gives 2.504 eV. Its charge is 0. Its SMILES is C=CC.C=CN. The value obtained for the strongest force on any atom is 0.04611 hartree/bohr.

---

No. 2
DFT (wB97M-V/def2-TZVPD) results for a cluster of 2 separate species, CH3NOSi in total.

```
7
Properties=species:S:1:pos:R:3:lowdin_charge:R:1
C -0.58187 -1.68212 1.45813 -0.0706
N -0.83878 -2.02543 2.49861 0.0350
O -0.22523 -0.57184 -0.40323 -0.3790
Si 0.41152 0.86652 -0.65310 0.5256
H -0.38775 1.94530 0.08581 -0.0296
H 1.77280 0.85886 -1.02218 -0.0794
H -0.15070 0.60872 -1.96404 -0.0020
```

The LUMO energy (spin up / spin down) comes out at -2.8 / -3.0 eV. For the energy above the lowest of the compared OMol25 structures with the same formula, charge and spin, the calculation gives 6.448 eV. Its charge is 0. The value obtained for the strongest force on any atom is 0.11506 hartree/bohr.

---

No. 3
DFT (wB97M-V/def2-TZVPD) results for a cluster of 2 separate species, C5H15N2O in total.

```
23
Properties=species:S:1:pos:R:3:lowdin_charge:R:1
C -2.59234 -0.80732 -0.07735 -0.0360
C -1.09515 -0.53155 -0.17816 -0.3496
C -0.72992 0.57596 0.82784 -0.1736
C 0.53310 1.30274 0.43528 -0.1389
C 0.73204 2.62678 0.39518 -0.2051
N 1.84173 3.23225 -0.15216 0.0547
N -0.21417 -1.73172 0.06205 0.2095
H -2.79272 -1.20513 0.91818 0.0929
H -2.94870 -1.54248 -0.79884 0.0882
H -3.09350 0.15185 -0.19923 0.0959
H -0.84193 -0.16698 -1.18088 0.1544
H -0.67996 0.09151 1.81576 0.1226
H -1.49890 1.34995 0.83182 0.1233
H 1.37394 0.76005 0.01347 0.0917
H -0.00480 3.38837 0.63292 0.1270
H 2.68203 2.68205 -0.27618 0.0942
H 2.05862 4.16836 0.12737 0.0885
H 0.61905 -1.73900 -0.55954 0.1096
H -0.60596 -2.66340 -0.09787 0.1724
H 0.10588 -1.73118 1.03515 0.1681
H 2.77338 -3.23550 -0.75372 0.0743
H 2.39207 -2.14842 -1.69395 0.0776
O 1.98621 -2.82717 -1.12712 -0.0414
```

The LUMO energy comes out at -3.1 eV. For the energy above the lowest of the compared OMol25 structures with the same formula, charge and spin, the calculation gives 1.108 eV. Its charge is +1. The value obtained for the strongest force on any atom is 0.02880 hartree/bohr.

---

No. 4
DFT (wB97M-V/def2-TZVPD) results for the ion C20H33N2OP2S with charge +1.

```
59
Properties=species:S:1:pos:R:3:lowdin_charge:R:1
C 0.33238 -0.04712 5.55787 -0.1410
C 0.97044 -1.31599 6.28435 -0.2469
C 0.42811 -2.69245 5.69277 -0.2104
C 0.19395 -2.58262 4.12495 -0.2474
C -0.07728 -4.00162 3.46155 -0.1853
C -0.12227 -3.95616 1.85106 -0.1827
C -0.07353 -2.45893 1.28940 -0.1983
C -0.22058 -2.55258 -0.28346 -0.1652
C -0.07635 -1.18384 -1.02599 -0.0836
C 1.20324 -0.77726 -1.57296 0.0652
N 1.35783 0.41553 -2.27732 -0.1360
O 2.62310 0.65670 -2.73402 0.0207
C 0.33090 1.34643 -2.54104 -0.1950
P 0.83772 2.82420 -3.57327 0.9664
C 2.22326 3.73611 -2.64089 -0.2478
C 1.46828 2.10920 -5.20770 -0.3960
C 2.95742 2.48511 -5.58294 -0.1560
C -0.99553 1.03208 -1.97724 -0.0946
C -2.14506 1.97375 -2.15297 -0.2592
P -2.18552 3.63283 -2.98201 0.6740
N -1.42768 4.70710 -2.06936 -0.3292
C -3.43232 1.55668 -1.56977 -0.0721
C -3.65577 0.28908 -0.80688 -0.5372
S -5.28902 -0.10863 -0.14826 0.7976
C -2.53379 -0.62524 -0.61178 -0.0223
C -1.23166 -0.24304 -1.20561 -0.0509
H -0.77948 -0.20220 5.45257 0.0726
H 0.78132 0.11714 4.53670 0.0643
H 0.48363 0.90137 6.14692 0.0722
H 2.08952 -1.23102 6.19750 0.1038
H 0.69255 -1.23139 7.37261 0.1025
H 1.22453 -3.46671 5.88873 0.1081
H -0.50277 -3.02019 6.24076 0.1163
H -0.71970 -1.95406 3.94207 0.1008
H 1.13635 -2.12071 3.70876 0.1110
H 0.70401 -4.74359 3.78871 0.1112
H -1.11028 -4.30477 3.79307 0.1125
H -1.06649 -4.45527 1.48488 0.1139
H 0.80780 -4.47688 1.49326 0.1103
H 0.93096 -2.00360 1.51009 0.1166
H -0.93072 -1.88100 1.72464 0.1106
H 0.53838 -3.28666 -0.66581 0.1253
H -1.23123 -2.98061 -0.56223 0.1199
H 2.07191 -1.46935 -1.42371 0.1585
H 3.13175 1.06688 -2.00445 0.1395
H 2.96774 4.20094 -3.33721 0.0509
H 1.68821 4.59800 -2.13757 0.0438
H 2.67863 3.12482 -1.81865 0.0328
H 1.37181 0.98706 -5.14159 0.0731
H 0.72128 2.42835 -5.99348 0.0773
H 3.37288 1.60495 -6.16407 0.0825
H 3.64601 2.62828 -4.71460 0.0538
H 2.98073 3.34246 -6.31856 0.0855
H -3.54070 4.07280 -3.10676 0.0137
H -1.61143 3.59083 -4.29691 -0.0320
H -1.06672 4.20120 -1.25129 -0.0417
H -4.33250 2.22381 -1.67820 0.1005
H -5.90273 1.10723 0.09746 -0.0904
H -2.68549 -1.58744 -0.06212 0.1135
```

The LUMO energy comes out at -4.7 eV. Its charge is +1. The value obtained for the strongest force on any atom is 0.07552 hartree/bohr.

---

No. 5
DFT (wB97M-V/def2-TZVPD) results for a cluster of 2 separate species, CH5BrN2 in total.

```
9
Properties=species:S:1:pos:R:3:lowdin_charge:R:1
C 0.92059 -0.88106 -0.17324 -0.3021
N -1.75750 0.98249 -0.09774 0.0487
N 0.56149 0.25639 0.58534 -0.5473
Br 1.28783 1.81476 0.05976 0.6504
H 0.48536 -1.74746 0.32682 0.0754
H 0.59633 -0.84981 -1.21922 0.0770
H 2.01497 -0.98014 -0.18692 0.0765
H -2.13911 0.03853 -0.11342 -0.0389
H -1.96997 1.36629 0.81862 -0.0397
```

The LUMO energy (spin up / spin down) comes out at -2.0 / -2.0 eV. For the energy above the lowest of the compared OMol25 structures with the same formula, charge and spin, the calculation gives 3.649 eV. Its charge is 0. The value obtained for the strongest force on any atom is 0.06056 hartree/bohr.

---

No. 6
DFT (wB97M-V/def2-TZVPD) results for a structure of composition C10H16Br6N2.

```
34
Properties=species:S:1:pos:R:3:lowdin_charge:R:1
C 2.84696 -3.54523 -0.91886 -0.0924
C 3.92721 -2.86651 -0.00802 -0.2340
C 5.06543 -2.11891 -0.77252 -0.2015
C 5.97971 -1.43206 0.08862 -0.2605
N 6.61838 -0.86535 0.84143 0.1549
H 2.34220 -2.86224 -1.58621 0.0591
H 1.99310 -3.91364 -0.34000 0.0696
H 3.20106 -4.36071 -1.51805 0.0599
H 4.25535 -3.65136 0.73328 0.1247
H 3.53794 -2.08355 0.60720 0.0374
H 4.50031 -1.44072 -1.41334 0.1171
H 5.58338 -2.80069 -1.42732 0.1120
C -4.44660 2.42597 -0.08958 -0.0907
C -3.18736 3.27991 -0.35620 -0.2293
C -2.58524 3.87828 0.93864 -0.1490
C -1.96185 2.75434 1.71910 -0.2055
N -1.38531 1.90366 2.25668 0.1490
H -5.30362 2.98794 0.12171 0.0502
H -4.23516 1.79539 0.78057 0.0692
H -4.67602 1.65813 -0.87097 0.0399
H -3.36866 4.11590 -0.94704 0.0788
H -2.38299 2.71600 -0.86622 0.0948
H -3.38274 4.28584 1.53006 0.1132
H -1.79571 4.53285 0.79213 0.0835
C -3.73624 -2.61752 -0.25715 -1.6324
Br -3.85212 -4.37506 -1.00885 0.5885
Br -3.99801 -1.18120 -1.52974 0.5708
Br -2.04847 -2.22937 0.60716 0.5325
H -4.48668 -2.61846 0.54035 -0.0201
C 1.34248 1.70856 0.54317 -1.7227
Br 0.20307 0.73145 -0.58996 0.5877
Br 1.73875 3.54193 -0.05731 0.5372
Br 2.89333 0.78277 0.94925 0.6627
H 0.80412 1.86365 1.50800 -0.0546
```

The LUMO energy comes out at -0.1 eV. Its charge is 0. The value obtained for the strongest force on any atom is 0.07054 hartree/bohr.

---

No. 7
DFT (wB97M-V/def2-TZVPD) results for a structure of composition C23H21F6N3O2SbZn.

```
57
Properties=species:S:1:pos:R:3:lowdin_charge:R:1
Zn -0.05612 0.05538 0.45145 0.8393
C -1.11936 -1.93374 2.74606 -0.0300
C 0.30185 -2.40452 2.79225 -0.1897
C 0.83820 -2.89292 3.95329 -0.0245
C 2.15753 -3.35478 3.98689 0.0066
C 2.95701 -3.34499 2.84546 -0.0156
C 2.46795 -2.89626 1.64290 -0.1554
C 3.33899 -2.87755 0.43053 -0.0133
C 1.11223 -2.41854 1.60237 -0.1427
N 0.56442 -1.90383 0.46946 0.0822
C 0.48233 -2.59254 -0.71525 -0.4108
O 0.78931 -3.75223 -0.90735 0.1032
C -0.21795 -1.78532 -1.78424 -0.1635
C -0.74488 -2.30713 -2.95205 0.0257
C -1.54044 -1.47202 -3.73035 -0.0145
C -1.80871 -0.17084 -3.32148 0.0378
C -1.22120 0.27714 -2.14859 -0.1482
N -0.43002 -0.52134 -1.45748 0.0722
C -1.50265 1.61061 -1.48875 -0.4786
O -2.07742 2.48742 -2.11991 0.0667
N -1.05179 1.66657 -0.21702 0.0104
C -1.28311 2.84079 0.54083 -0.2077
C -2.56964 3.12969 1.02786 -0.2059
C -3.72532 2.22990 0.69922 -0.0395
C -2.74540 4.26030 1.81163 -0.0505
C -1.68050 5.09753 2.10106 -0.0821
C -0.42577 4.82614 1.58581 -0.0549
C -0.20758 3.70542 0.79868 -0.2168
C 1.12360 3.47012 0.14216 -0.0369
H -1.56607 -1.97933 3.73537 0.0921
H -1.70600 -2.54372 2.05712 0.0983
H -1.19102 -0.89285 2.41980 0.0581
H 0.24804 -2.89422 4.85904 0.1276
H 2.57088 -3.71580 4.91959 0.1244
H 3.98531 -3.67529 2.90510 0.1239
H 4.37607 -3.06962 0.69511 0.0887
H 3.27750 -1.91946 -0.08806 0.0966
H 3.00734 -3.64550 -0.26718 0.0839
H -0.55093 -3.33614 -3.21947 0.1244
H -1.98747 -1.85151 -4.63968 0.1165
H -2.47554 0.48357 -3.86430 0.1273
H -3.44181 1.17733 0.77429 0.0694
H -4.05120 2.40500 -0.32767 0.0811
H -4.56862 2.41334 1.36440 0.0763
H -3.73114 4.48526 2.20237 0.1072
H -1.83308 5.96372 2.73251 0.1008
H 0.40021 5.49451 1.79776 0.1110
H 1.86881 4.16566 0.52293 0.0806
H 1.03031 3.60505 -0.93856 0.0877
H 1.49099 2.45744 0.30951 0.0471
F 0.94887 0.59311 2.05488 -0.3729
Sb 1.47812 1.11765 3.95442 1.4375
F 2.65561 -0.35103 3.79510 -0.3250
F 2.72506 2.25303 3.11524 -0.3386
F 2.00532 1.52953 5.70217 -0.3379
F 0.18266 2.47310 3.86471 -0.3214
F 0.12757 -0.07754 4.52388 -0.3275
```

The LUMO energy (spin up / spin down) comes out at -0.9 / -3.9 eV. For the energy above the lowest of the compared OMol25 structures with the same formula, charge and spin, the calculation gives 0.000 eV. Its charge is 0. Its multiplicity is 2. The value obtained for the strongest force on any atom is 0.02431 hartree/bohr. The expectation value of S² is 0.772.

---

No. 8
DFT (wB97M-V/def2-TZVPD) results for a cluster of 2 separate species, CH4ClO3P in total.

```
10
Properties=species:S:1:pos:R:3:lowdin_charge:R:1
C 0.03415 0.50530 1.02982 -0.7470
O 0.70622 -0.17474 2.00323 0.1128
O 0.58181 1.14366 0.18739 0.0033
O -1.25736 0.46870 1.23212 0.1183
P -0.25538 -1.53907 -1.41509 0.3329
Cl 1.24684 -0.19157 -2.14657 0.4182
H 0.11904 -0.45835 2.74854 0.1462
H 1.32760 0.91023 -1.56857 -0.1629
H -1.79417 0.90297 0.56262 0.1340
H -0.70875 -1.56712 -2.63349 -0.3556
```

The LUMO energy comes out at 0.4 eV. For the energy above the lowest of the compared OMol25 structures with the same formula, charge and spin, the calculation gives 2.386 eV. Its charge is 0. The value obtained for the strongest force on any atom is 0.06498 hartree/bohr.

---

Results for molecular weight: 85.15, 73.13, 119.19, 411.51, 124.97, 643.68, 672.58, 130.47 (in g/mol, following the order of the records).